(A)
2 unconnected molecules or ions with the total composition C3H3N, computed with the ωB97M-V functional and the def2-TZVPD basis.

Geometry as ORCA input:
```
! wB97M-V def2-TZVPD RIJCOSX def2/J DEFGRID3
* xyz 0 1
C -2.78 0.36 0.17
C -1.64 0.15 -0.21
H -3.78 0.59 0.41
H -0.64 -0.09 -0.48
C 2.99 -0.36 0.06
N 2.33 0.58 -0.10
H 3.52 -1.24 0.15
*
```

Computed properties:
LUMO (eV): 0.9
SMILES string: C#C.C#N
HOMO energy (eV): -10.42

Atom-resolved charges from natural (NBO), all expressed in e: atom 1 (C): -0.24, atom 2 (C): -0.23, atom 3 (H): 0.23, atom 4 (H): 0.24, atom 5 (C): 0.08, atom 6 (N): -0.30, atom 7 (H): 0.22


(B)
2 unconnected molecules or ions with the total composition C3H3N, computed with the ωB97M-V functional and the def2-TZVPD basis.

Geometry as ORCA input:
```
! wB97M-V def2-TZVPD RIJCOSX def2/J DEFGRID3
* xyz 0 1
C -1.39 0.18 -0.14
C -2.55 0.22 -0.45
C 1.55 0.00 0.29
N 2.66 -0.12 0.52
H -0.37 0.10 0.06
H -3.52 0.21 -0.89
H 3.62 -0.60 0.62
*
```

Computed properties:
LUMO (eV): 0.8
HOMO energy (eV): -10.02

Atom-resolved charges from natural (NBO), all expressed in e: atom 1 (C): -0.21, atom 2 (C): -0.28, atom 3 (C): 0.29, atom 4 (N): -0.72, atom 5 (H): 0.22, atom 6 (H): 0.23, atom 7 (H): 0.47


(C)
2 unconnected molecules or ions with the total composition C3H3N, computed with the ωB97M-V functional and the def2-TZVPD basis.

Geometry as ORCA input:
```
! wB97M-V def2-TZVPD RIJCOSX def2/J DEFGRID3
* xyz 0 1
C -0.60 0.57 -0.05
C -1.24 -0.27 0.58
H 0.15 1.07 -0.59
H -2.08 -0.70 1.06
C 1.54 -1.01 -0.02
N 1.41 -2.01 0.53
H 1.86 -0.21 -0.63
*
```

Computed properties:
LUMO (eV): 0.9
SMILES string: C#C.C#N
HOMO energy (eV): -10.51

Atom-resolved charges from natural (NBO), all expressed in e: atom 1 (C): -0.26, atom 2 (C): -0.18, atom 3 (H): 0.22, atom 4 (H): 0.24, atom 5 (C): 0.08, atom 6 (N): -0.31, atom 7 (H): 0.22


Which of them is the most stable? Correct choice: (A).


(A)
2 unconnected molecules or ions with the total composition H4O2, computed with the ωB97M-V functional and the def2-TZVPD basis.

Geometry as ORCA input:
```
! wB97M-V def2-TZVPD RIJCOSX def2/J DEFGRID3
* xyz 0 1
O -0.97 -1.13 0.25
H -0.71 -0.21 0.33
H -0.96 -1.39 1.17
O 0.88 0.99 -0.28
H 1.26 0.71 -1.10
H 1.13 1.94 -0.13
*
```

Computed properties:
LUMO (eV): 0.8
SMILES string: O.O
HOMO energy (eV): -10.96

Atom-resolved charges from natural (NBO), all expressed in e: atom 1 (O): -0.95, atom 2 (H): 0.48, atom 3 (H): 0.46, atom 4 (O): -0.96, atom 5 (H): 0.48, atom 6 (H): 0.48


(B)
2 unconnected molecules or ions with the total composition H4O2, computed with the ωB97M-V functional and the def2-TZVPD basis.

Geometry as ORCA input:
```
! wB97M-V def2-TZVPD RIJCOSX def2/J DEFGRID3
* xyz 0 1
O 0.31 -1.54 -0.01
H 0.14 -0.59 0.11
H -0.40 -2.01 0.47
O -0.34 1.29 -0.08
H -0.16 1.46 -1.01
H 0.45 1.38 0.52
*
```

Computed properties:
LUMO (eV): 0.8
SMILES string: O.O
HOMO energy (eV): -11.06

Atom-resolved charges from natural (NBO), all expressed in e: atom 1 (O): -0.97, atom 2 (H): 0.48, atom 3 (H): 0.47, atom 4 (O): -0.97, atom 5 (H): 0.49, atom 6 (H): 0.49


Which of them is the most stable? Correct choice: (A).